# C64H160F30N8O8P5

A 13-piece molecular cluster, C64H160F30N8O8P5 overall in a non-equilibrium geometry (ωB97M-V/def2-TZVPD, the Open Molecules 2025 dataset).

```
275
Properties=species:S:1:pos:R:3:forces:R:3:mulliken_charge:R:1
C 3.03399 6.41960 5.79930 -2.731 -1.242 -1.792 -1.21
C 2.35338 7.61593 5.04123 0.169 0.289 2.063 -0.10
N 0.75724 7.69364 5.18428 0.068 -0.288 0.631 0.70
C 0.12465 6.29018 5.02899 1.487 1.902 0.124 -1.29
C 0.41784 8.21140 6.61455 -0.408 -0.165 -0.232 -0.35
C -1.07904 8.42173 6.96394 -0.366 -0.384 -0.775 -1.24
C 0.18116 8.55250 4.07322 1.387 1.714 1.196 -0.40
C 0.39113 10.10630 4.34351 0.635 -0.521 -0.643 -0.94
O 1.76985 10.39630 4.58233 -0.874 -1.018 -0.261 -0.30
C 2.12399 11.65415 5.13506 -0.293 -0.059 0.241 -0.77
H 2.59349 5.57131 5.27541 0.587 -0.696 -0.215 0.15
H 2.57270 6.20921 6.76421 0.622 0.685 0.513 0.34
H 4.11151 6.26316 5.74878 -0.162 0.820 0.092 0.41
H 2.52611 7.72769 3.97082 0.300 -0.285 0.254 0.49
H 2.73286 8.47024 5.60182 -0.436 0.477 -0.767 0.23
H -0.94926 6.47673 5.02628 0.165 -0.596 0.184 0.51
H 0.55707 5.73809 5.86345 -0.761 -0.577 -0.125 -0.11
H 0.51041 5.96624 4.06237 -0.303 -0.442 0.079 0.43
H 1.00374 9.11471 6.78445 -0.090 -0.014 -0.251 0.50
H 0.82277 7.42955 7.25708 -0.070 0.061 0.137 0.52
H -1.69422 9.06865 6.33852 0.683 0.609 -0.385 0.30
H -1.21399 8.82362 7.96812 0.415 -0.244 0.060 0.48
H -1.68132 7.51725 6.87863 0.441 -0.467 0.502 0.17
H -0.88226 8.33088 3.98309 0.125 0.082 -0.087 0.32
H 0.75874 8.27772 3.19061 -0.370 -0.026 -0.167 0.38
H -0.27281 10.45179 5.13593 0.153 0.001 0.269 0.32
H 0.11230 10.63261 3.43061 -0.409 -0.044 -0.175 0.53
H 1.41057 11.95559 5.90203 0.082 -0.132 0.371 0.36
H 2.13825 12.48289 4.42719 0.147 -0.217 -0.405 0.27
H 3.11553 11.46382 5.54583 -0.106 0.476 0.097 0.27
C -4.88103 -3.24693 2.10943 0.038 -1.122 -0.629 -1.28
C -4.75233 -4.62420 1.32303 1.406 0.785 0.773 -0.53
N -3.72304 -4.65565 0.14145 -1.435 2.020 -0.378 0.89
C -2.33686 -4.15231 0.58264 -0.608 -0.722 0.233 -0.45
C -3.57354 -6.07304 -0.39553 -0.547 -0.389 1.409 -0.23
C -4.90873 -6.90024 -0.61017 0.703 0.662 -0.446 -1.38
C -4.40340 -3.74634 -0.89447 1.633 -1.072 -0.922 -0.87
C -3.63646 -3.67217 -2.21619 -0.629 -0.778 -0.434 -1.15
O -2.35476 -3.18283 -2.19416 2.353 1.837 0.580 0.52
C -2.06454 -2.19131 -3.18260 -0.358 0.356 -0.170 -1.03
H -5.19411 -3.44711 3.13414 0.020 -0.357 -0.062 0.46
H -5.67415 -2.63277 1.68298 0.314 0.136 -0.189 0.53
H -3.94463 -2.69668 2.20141 -0.125 -0.014 -0.216 0.07
H -5.73449 -4.87998 0.92549 0.332 -0.273 -0.016 0.48
H -4.31248 -5.40651 1.94161 -0.594 -0.001 0.431 0.50
H -2.31887 -3.14385 0.99592 -0.621 -0.175 -0.126 -0.45
H -1.64121 -4.13690 -0.25636 -0.286 -0.382 0.048 0.01
H -2.05725 -4.85196 1.37031 0.406 0.216 -0.043 0.42
H -2.99843 -6.53003 0.40977 -0.111 -0.377 0.023 0.46
H -2.85048 -5.99587 -1.20752 -0.563 -0.183 -0.352 0.12
H -5.58316 -6.45587 -1.34214 0.102 0.184 -0.034 0.36
H -5.49989 -7.08548 0.28667 0.383 0.331 0.203 0.35
H -4.70200 -7.89738 -0.99885 0.466 0.104 -0.029 0.43
H -4.58712 -2.76232 -0.46313 -0.164 -0.185 0.029 0.47
H -5.27526 -4.32255 -1.20424 -0.481 0.584 0.454 0.59
H -4.29876 -3.14397 -2.90209 0.033 0.201 -0.133 0.53
H -3.42537 -4.65554 -2.63633 -1.242 -0.594 -0.031 0.42
H -2.54639 -1.23953 -2.95890 -0.484 -0.102 -0.158 0.69
H -2.34759 -2.59233 -4.15582 -0.330 0.239 -0.243 0.75
H -1.02032 -1.89441 -3.28032 0.317 -0.613 0.674 -0.76
C -0.42352 4.60371 1.49189 1.504 1.131 -0.461 -0.72
C -1.51309 4.81434 0.43284 0.343 0.159 0.666 -0.69
N -1.09669 5.52179 -0.88401 1.631 -0.184 -1.262 1.25
C 0.07397 4.72558 -1.64125 -0.283 -0.028 1.313 -1.01
C -2.24363 5.45419 -1.94191 -0.828 -0.486 0.808 -0.36
C -3.53488 6.16789 -1.53960 0.749 0.613 -0.158 -1.42
C -0.67343 7.05688 -0.60666 -0.810 -0.847 -1.277 -0.33
C 0.20617 7.68204 -1.71569 0.861 -0.153 0.107 -0.98
O -0.25063 7.68119 -3.04402 -1.599 -1.895 0.896 -0.28
C 0.57988 8.38213 -3.90016 0.856 1.387 -0.240 -0.82
H -0.68625 4.10833 2.42659 -0.770 -0.116 -0.310 0.50
H 0.03921 5.54116 1.80038 -0.158 0.305 0.101 0.02
H 0.44312 4.05727 1.11979 -0.170 -0.348 -0.305 -0.02
H -2.29482 5.44835 0.85121 -0.085 -0.127 -0.110 0.48
H -1.89063 3.79840 0.31707 -0.468 0.266 -1.200 0.20
H -0.09093 3.65047 -1.57021 -0.767 0.220 0.021 -0.13
H 1.04458 4.83185 -1.15677 -0.160 0.694 0.156 0.48
H 0.13778 4.98509 -2.69799 -0.293 0.364 0.352 0.48
H -2.46212 4.39615 -2.08653 0.231 -0.167 0.347 0.32
H -1.90245 5.78280 -2.92360 0.439 0.446 0.456 0.53
H -4.25893 5.99091 -2.33490 -0.101 -0.168 0.220 0.46
H -3.36487 7.24446 -1.52488 -0.124 0.103 -0.057 0.38
H -3.93992 5.89972 -0.56383 -0.049 -0.361 -0.219 0.22
H -0.16329 7.14061 0.35295 0.273 -0.417 -0.245 0.02
H -1.60207 7.61326 -0.47953 -0.121 -0.271 -0.195 0.48
H 1.17789 7.18958 -1.67924 0.246 -0.323 -0.031 0.35
H 0.46064 8.71196 -1.46546 -0.362 0.291 0.633 0.62
H 0.42715 8.14657 -4.95339 -0.404 -0.216 0.271 0.27
H 1.63758 8.23420 -3.68222 0.195 -0.300 0.079 0.33
H 0.38472 9.44026 -3.72588 0.115 0.331 -0.362 0.34
C 1.27483 -1.93942 -0.57439 -0.321 1.049 1.448 -0.18
C 0.03920 -1.15898 0.12145 1.303 0.411 -0.912 0.50
N 0.34109 0.07814 1.08661 1.343 -1.373 0.458 1.03
C 1.52906 0.96937 0.55966 -1.447 -1.222 0.628 0.02
C -0.94798 0.87642 1.17284 0.317 0.028 -0.116 0.91
C -2.07638 0.29502 2.02730 0.756 0.521 0.360 -0.54
C 0.71262 -0.58525 2.51205 -1.161 -0.205 -1.655 0.04
C 1.04271 0.31288 3.70997 1.009 0.378 -0.990 -1.55
O 0.34533 1.54426 3.62131 -0.899 -1.097 -0.913 0.26
C 0.53115 2.40200 4.68769 0.881 1.657 0.934 -0.83
H 1.99131 -2.19193 0.20727 0.392 0.325 -0.242 -0.44
H 1.68681 -1.33187 -1.38016 0.323 0.513 0.484 0.40
H 1.14589 -2.88227 -1.10589 -1.378 -0.218 0.381 -0.33
H -0.60548 -1.77631 0.74706 0.147 -0.105 -0.518 -0.10
H -0.44112 -0.67327 -0.72795 -0.613 -0.145 0.317 0.05
H 1.72243 1.72385 1.32221 -0.043 -0.126 -0.039 0.22
H 1.20423 1.41748 -0.37937 0.021 -0.066 -0.019 0.03
H 2.38939 0.31295 0.42914 -0.002 0.167 -0.007 -0.36
H -1.33830 0.95524 0.15818 0.259 0.257 -0.098 0.82
H -0.57238 1.83364 1.53445 -0.594 0.018 0.065 -0.86
H -2.27275 -0.74211 1.75548 -0.391 0.119 -0.104 -0.57
H -2.93005 0.95189 1.86039 -0.145 -0.454 -0.211 0.12
H -1.86827 0.34036 3.09629 0.234 -0.085 -0.051 0.14
H 1.46905 -1.30988 2.21067 0.438 0.338 0.579 -0.11
H -0.15976 -1.20739 2.71203 -0.023 0.223 0.054 0.26
H 2.11794 0.48916 3.68017 0.253 0.296 0.101 0.55
H 0.87281 -0.23184 4.63869 -0.420 -0.089 0.010 0.67
H 0.37793 1.99310 5.68639 0.132 -0.257 -0.061 0.44
H -0.07838 3.30343 4.62424 -0.938 -0.369 -0.322 -0.13
H 1.49916 2.89556 4.60138 0.724 -0.491 0.451 0.37
C 4.85170 -6.77334 -5.50541 -0.871 -0.809 1.474 -1.35
C 3.85009 -7.18950 -4.31150 -0.968 -1.107 -2.235 0.37
N 2.67078 -8.13536 -4.77831 -0.625 -0.273 -0.569 0.41
C 3.25496 -9.42814 -5.47011 -0.680 0.941 0.899 -1.25
C 1.78639 -8.59983 -3.58470 1.207 -0.978 0.335 -0.14
C 2.46673 -9.69943 -2.64805 -0.853 1.176 -0.590 -1.09
C 1.72963 -7.43151 -5.83768 1.491 -0.516 0.099 -0.88
C 0.52196 -6.64679 -5.41014 -0.122 -0.299 1.607 -0.86
O 0.90007 -5.66279 -4.43617 -0.013 -0.975 -0.262 0.70
C -0.18683 -5.12957 -3.67516 -0.283 1.298 -0.956 -1.48
H 5.81416 -6.72405 -4.99617 0.191 0.073 -0.425 0.48
H 4.66883 -5.83963 -6.03722 -0.357 0.096 0.462 0.23
H 4.91266 -7.54077 -6.27706 0.105 -0.124 0.249 0.34
H 3.34972 -6.34604 -3.83577 0.234 -0.095 0.111 -0.30
H 4.31196 -7.90954 -3.63598 0.476 0.641 0.300 0.34
H 3.47305 -9.23404 -6.52028 0.129 0.071 0.277 0.49
H 2.50343 -10.21229 -5.37827 -0.146 0.227 -0.244 0.45
H 4.10687 -9.77161 -4.88328 0.152 0.273 -0.312 0.39
H 0.89380 -9.02498 -4.04364 0.113 -0.053 -0.015 0.46
H 1.48909 -7.70475 -3.03829 0.129 -0.060 -0.055 -0.07
H 2.81127 -10.57067 -3.20514 0.145 0.212 0.129 0.36
H 1.72602 -10.07323 -1.94115 -0.291 0.107 -0.193 0.48
H 3.23309 -9.27800 -1.99752 0.314 -0.031 -0.316 0.14
H 1.42819 -8.24044 -6.50315 -0.115 0.152 -0.047 0.51
H 2.42918 -6.78105 -6.36268 -0.136 -0.028 -0.213 0.39
H -0.24634 -7.27567 -4.96033 0.002 -0.320 0.089 0.50
H 0.04598 -6.30344 -6.32864 0.159 0.691 -0.123 0.48
H 0.21451 -4.54493 -2.84739 -0.018 -0.285 -0.009 -0.23
H -0.98823 -5.78824 -3.34047 0.488 -0.757 0.076 0.79
H -0.68846 -4.42676 -4.34038 -0.260 0.281 0.134 0.48
C 6.73154 -5.93017 1.88504 -0.855 0.295 -0.327 -1.50
C 5.64262 -5.08785 1.14938 0.239 -1.995 0.210 -0.08
N 4.53598 -6.00071 0.41170 0.758 1.510 -0.284 0.17
C 3.77465 -6.82371 1.49197 1.042 0.122 -0.615 -0.84
C 3.63236 -4.94958 -0.31885 -0.811 -0.725 0.019 -0.39
C 2.46552 -5.52230 -1.23432 0.071 0.437 1.277 0.51
C 5.14938 -7.00878 -0.57401 -1.063 0.546 1.539 -0.39
C 6.25323 -6.53840 -1.54888 -1.169 -0.788 1.773 -0.90
O 5.71143 -5.60628 -2.40508 -0.090 1.285 -0.488 0.28
C 6.62904 -4.81533 -3.10045 -0.299 -0.122 -1.232 -0.77
H 7.11061 -6.75126 1.27659 0.099 -0.044 -0.078 0.32
H 6.37586 -6.34871 2.82654 -0.029 0.071 -0.063 0.41
H 7.57663 -5.28299 2.11970 -0.118 0.120 -0.040 0.44
H 6.11746 -4.50707 0.35862 -0.455 0.414 0.194 0.45
H 5.05523 -4.51990 1.87085 0.155 0.441 -0.378 0.35
H 4.55817 -7.38566 2.00030 -0.098 -0.286 -0.209 0.57
H 3.07568 -7.48658 0.98192 -0.076 0.162 0.175 0.37
H 3.31479 -6.22507 2.27825 -0.234 0.504 -0.640 0.12
H 4.19281 -4.20195 -0.88013 0.824 -0.412 -0.032 0.19
H 3.31914 -4.34780 0.53432 -0.785 -0.024 -0.075 0.47
H 2.17277 -4.87958 -2.06457 0.803 0.352 -0.064 -0.69
H 1.52900 -5.54363 -0.67703 0.102 -0.382 0.425 0.28
H 2.63061 -6.50939 -1.66618 0.156 -0.003 0.214 -0.30
H 4.24555 -7.34891 -1.07948 0.474 -0.194 -0.543 -0.19
H 5.43543 -7.82242 0.09253 0.707 -0.113 -0.540 0.57
H 6.44562 -7.41020 -2.17423 0.329 -0.552 -0.348 0.57
H 7.20878 -6.21092 -1.13924 0.072 0.102 0.127 0.67
H 6.73349 -3.83526 -2.63500 0.534 0.311 1.203 0.29
H 6.14877 -4.40785 -3.99005 -0.381 -0.535 -0.414 0.33
H 7.52190 -5.40013 -3.32163 0.325 0.513 0.344 0.52
C -7.88661 5.78699 2.35415 -2.352 0.589 0.044 -1.42
C -6.97907 4.66984 2.57565 1.688 -1.394 0.693 0.17
N -7.22076 3.91728 3.94444 0.340 1.551 1.363 0.42
C -7.15998 5.00744 5.09408 -0.653 -0.470 -1.572 -1.13
C -8.66434 3.32882 4.04134 -0.253 0.858 -0.507 -0.61
C -9.10714 2.31679 2.95359 1.869 0.769 1.118 -1.05
C -6.18850 2.80246 4.30365 -1.067 0.497 -0.073 -1.04
C -4.68986 3.20646 4.37679 -0.532 0.761 0.088 -0.11
O -4.51453 4.18546 5.43157 -1.197 -0.761 0.006 -0.39
C -3.17971 4.55598 5.70958 0.409 -0.554 -1.034 -0.25
H -8.90819 5.40733 2.37205 -0.272 0.373 -0.212 0.34
H -7.74347 6.25151 1.37853 0.203 -0.147 0.044 0.44
H -7.81938 6.55861 3.12108 0.125 0.042 -0.154 0.31
H -6.00953 5.16782 2.56574 0.583 -0.806 0.677 0.19
H -6.94318 3.92230 1.78318 -0.276 -0.027 0.164 0.00
H -6.37438 5.72363 4.85322 0.234 -0.518 0.334 0.36
H -7.05166 4.48538 6.04477 0.105 0.289 -0.218 0.34
H -8.09213 5.56650 5.01257 -0.042 -0.254 0.363 0.55
H -9.31669 4.20106 3.99973 0.133 0.012 0.086 0.57
H -8.74371 2.94352 5.05788 0.098 -0.177 -0.096 0.44
H -10.18046 2.13495 3.00836 0.251 -0.094 0.088 0.41
H -8.48458 1.46026 3.21221 -0.651 -0.670 -0.689 0.40
H -8.80553 2.69440 1.97657 -0.266 -0.220 -0.100 0.24
H -6.63123 2.02374 3.68261 1.727 -0.342 -0.736 0.38
H -6.43741 2.39167 5.28211 -0.300 0.710 0.395 0.47
H -4.34964 3.65818 3.44497 0.063 -0.108 -0.246 0.03
H -4.09073 2.31845 4.57829 -0.089 -0.191 -0.007 0.58
H -3.12840 5.56681 6.11417 -0.313 -0.081 -0.004 0.17
H -2.69521 4.50819 4.73434 0.708 0.422 -0.130 -0.15
H -2.62389 3.88141 6.36081 -0.268 -0.166 0.260 0.43
C 1.90401 -2.67648 -4.48577 0.308 -0.545 -0.662 0.97
C 2.09823 -2.86204 -6.04253 -0.667 1.707 1.036 -1.40
N 1.76116 -1.56737 -6.91521 1.263 -0.521 -0.890 0.75
C 2.05943 -1.84021 -8.46223 0.048 0.448 2.390 -1.22
C 0.20351 -1.28484 -6.79062 1.634 -0.230 -0.434 0.15
C -0.41870 -0.34014 -7.86474 1.123 0.113 1.608 -1.46
C 2.55088 -0.25862 -6.50906 -0.515 -0.739 -0.674 -0.45
C 4.06174 -0.18209 -6.89004 -0.714 -0.816 1.293 -1.11
O 4.67611 -1.37922 -6.39972 -0.724 -1.325 0.497 -0.09
C 6.08812 -1.50453 -6.56972 -0.371 1.552 -1.464 -0.80
H 2.43176 -1.91004 -3.91820 0.017 0.538 -0.779 0.91
H 2.37404 -3.58519 -4.10967 -0.256 -0.316 0.178 -0.56
H 0.86243 -2.68203 -4.16459 0.102 0.134 -0.207 -0.71
H 1.38953 -3.63559 -6.33828 -0.065 0.167 -0.289 0.62
H 3.10778 -3.24970 -6.17896 -0.035 0.745 -0.631 0.21
H 2.00369 -0.86589 -8.94771 -0.534 -0.282 -0.138 0.48
H 1.30631 -2.57790 -8.73921 0.286 0.212 -0.455 0.40
H 3.09461 -2.15755 -8.58799 -0.203 -0.408 0.280 0.21
H 0.14464 -0.97785 -5.74640 -0.554 0.483 -0.191 -0.11
H -0.20007 -2.29378 -6.87576 -0.264 0.067 -0.074 0.28
H -1.42013 -0.18243 -7.46427 -0.357 -0.295 -0.788 0.45
H -0.26693 -0.67492 -8.89089 -0.788 -0.340 0.239 0.41
H -0.00649 0.66843 -7.83348 0.261 -0.002 0.265 0.38
H 2.36245 -0.03180 -5.45970 -0.002 -0.368 -0.021 0.10
H 1.96560 0.44909 -7.09617 0.431 0.446 0.203 0.62
H 4.49571 0.62945 -6.30594 -0.178 0.472 -0.253 0.56
H 4.16005 0.03291 -7.95409 0.425 -0.396 -0.144 0.40
H 6.68057 -2.25884 -6.05192 -1.039 -0.272 0.774 0.16
H 6.47457 -0.52214 -6.29827 0.709 -0.093 -0.322 0.33
H 6.20781 -1.75275 -7.62430 0.652 0.422 -0.191 0.34
P 1.02657 3.56954 8.58890 -1.484 -0.733 0.713 1.24
F 1.24826 5.18563 8.63464 0.833 -0.059 0.121 -0.34
F 2.07638 3.41018 7.36920 0.321 0.264 0.450 -0.34
F 2.14156 3.29796 9.78139 -1.173 0.328 -1.933 -0.33
F 0.62551 1.98698 8.42673 0.826 0.556 -0.013 -0.39
F -0.16586 3.69222 9.64642 0.340 0.244 0.756 -0.38
F -0.16009 3.93273 7.44326 0.187 -0.198 -0.823 -0.42
P -5.37411 1.45457 -0.05072 -1.808 -0.786 -2.335 2.03
F -5.25738 0.53984 -1.37147 -0.044 -0.292 -0.188 -0.41
F -6.99553 1.32951 -0.07197 -0.308 -0.609 0.510 -0.41
F -5.32974 0.11919 0.85438 0.895 -0.413 0.281 -0.32
F -5.45489 2.29747 1.28395 0.580 1.098 1.095 -0.48
F -3.74477 1.62592 -0.14140 -0.427 0.294 0.663 -1.00
F -5.65203 2.75370 -0.96596 1.369 0.711 0.093 -0.39
P -0.29153 1.72025 -3.81660 -0.486 -0.434 0.963 1.72
F -1.65297 0.88572 -4.26555 1.238 0.503 -0.621 -0.38
F -1.15864 3.07192 -3.86249 1.154 0.303 -1.352 -0.36
F -0.78694 1.62689 -2.28237 -0.434 -0.373 1.235 -0.72
F 1.08465 2.41361 -3.20129 -0.737 0.395 -1.193 -0.43
F 0.42129 0.29442 -3.55723 0.676 -1.021 -0.845 -0.35
F 0.34462 1.79972 -5.36314 -1.193 0.067 1.725 -0.36
P 0.89743 -4.57655 3.29542 -2.170 1.837 1.492 1.34
F 0.86396 -3.07570 3.93119 -0.563 -0.352 -0.249 -0.31
F 1.13016 -5.16739 4.79735 0.454 0.519 -1.381 -0.37
F -0.69263 -4.74490 3.38904 -1.110 -0.988 2.263 -0.41
F 1.06821 -6.04225 2.72790 0.248 -1.014 -0.958 -0.39
F 0.33636 -3.99593 1.82391 2.098 0.628 -1.639 -0.23
F 2.39393 -4.22301 2.86233 1.069 -0.664 -0.118 -0.42
P 5.37933 -1.04572 0.99033 -1.041 2.331 -1.396 1.38
F 4.85108 0.06263 2.04883 0.652 -0.853 -0.039 -0.36
F 6.00637 -2.00924 2.03415 1.136 -0.575 1.380 -0.39
F 4.01153 -1.88532 1.13599 -2.016 -0.075 0.862 -0.50
F 5.62885 -2.09883 -0.20072 1.925 -2.135 -1.648 -0.39
F 4.73438 -0.15502 -0.19586 -1.063 0.883 -0.258 -0.38
F 6.76354 -0.30799 0.69244 0.170 -0.287 0.689 -0.35
```
Forces are in eV/Å.

Properties
**2S+1**: 2
**Highest occupied orbital energy (alpha / beta)**: -15.38 / -15.38 eV
**Orbital gap (alpha / beta)**: 7.48 / 0.83 eV
**LUMO (alpha / beta)**: -0.290 / -0.535 Ha
**Net charge**: +4